This record from the Open Molecules 2025 dataset describes a structure of composition C21H22N6O3PRu at a distorted geometry. The level of theory is wB97M-V/def2-TZVPD.

```
54
Properties=species:S:1:pos:R:3:forces:R:3:lowdin_spin:R:1
Ru -1.065 0.854 -0.289 0.83 -1.31 -1.11 0.981
N -2.283 -0.625 3.655 -0.07 -0.13 -0.51 0.000
C -1.595 0.395 4.238 0.40 0.59 -0.05 -0.001
C -1.058 1.134 3.215 0.03 0.11 0.62 0.000
N -1.413 0.577 2.034 -0.37 -0.24 -1.84 -0.006
C -2.158 -0.492 2.315 0.24 0.43 0.30 0.000
C -2.679 -1.311 1.260 -0.18 -0.31 -0.46 0.005
N -2.367 -1.050 -0.011 0.54 1.46 0.65 0.046
C -3.014 -1.960 -0.776 -0.42 -0.53 -0.24 0.004
C -3.732 -2.793 0.039 0.12 0.00 -0.76 0.002
N -3.510 -2.376 1.315 0.33 0.43 0.28 0.002
H -2.799 -1.332 4.156 0.04 0.04 -0.06 0.000
H -1.544 0.529 5.300 -0.01 -0.01 0.14 0.000
H -0.461 2.024 3.259 0.06 0.10 0.11 0.000
H -2.934 -1.959 -1.847 -0.01 -0.02 -0.11 0.000
H -4.368 -3.624 -0.190 -0.10 -0.13 -0.03 0.000
H -3.919 -2.802 2.132 0.04 0.08 0.01 0.000
O 0.371 0.032 -4.442 -0.87 -0.19 -0.43 -0.003
C 0.247 0.352 -3.291 4.14 0.13 -0.18 -0.001
O -0.782 0.507 -2.593 -3.44 0.65 2.86 -0.015
C 1.618 0.645 -2.537 -1.61 0.21 -0.07 0.000
P 1.356 0.682 -0.721 0.33 -1.50 -1.45 -0.010
C 0.927 -1.036 -0.242 -0.70 1.12 0.26 -0.015
C 0.956 -1.283 1.142 0.03 0.09 0.09 -0.011
C 0.676 -2.542 1.632 -0.01 0.00 0.16 0.001
C 0.370 -3.574 0.754 0.00 0.24 0.10 -0.017
C 0.334 -3.339 -0.614 0.08 0.15 -0.33 -0.001
C 0.593 -2.075 -1.119 -0.16 -0.27 -0.18 -0.010
C 3.086 0.829 -0.181 -0.55 0.80 0.88 0.003
C 3.975 -0.203 -0.490 -0.34 0.00 0.02 0.000
C 5.311 -0.051 -0.176 0.01 0.13 -0.06 0.000
C 5.750 1.114 0.444 -0.07 0.14 0.06 0.000
C 4.854 2.123 0.780 0.21 -0.04 -0.07 0.000
C 3.516 1.988 0.455 -0.03 -0.18 0.03 0.000
H 1.951 1.628 -2.886 0.06 -0.07 0.18 0.000
H 2.372 -0.091 -2.829 -0.02 0.11 0.25 0.000
H 1.237 -0.478 1.812 -0.01 -0.08 0.07 0.000
H 0.712 -2.727 2.695 0.05 -0.03 0.10 0.000
H 0.170 -4.563 1.136 -0.02 -0.11 0.02 -0.001
H 0.115 -4.151 -1.290 -0.02 -0.03 -0.09 0.000
H 0.558 -1.916 -2.188 -0.01 0.04 -0.05 0.000
H 3.623 -1.105 -0.973 0.03 -0.08 -0.01 0.000
H 6.011 -0.834 -0.430 0.02 0.00 0.02 0.000
H 6.801 1.240 0.657 0.06 -0.02 0.09 0.000
H 5.196 3.015 1.285 0.06 0.03 -0.02 0.000
H 2.804 2.767 0.694 0.04 0.11 0.05 0.000
N -3.545 4.338 -1.484 0.03 0.04 0.24 0.006
C -2.764 3.270 -1.668 -0.07 -0.07 -1.33 0.003
N -2.592 2.798 -2.904 -0.02 -0.05 0.01 0.003
O -2.205 2.733 -0.675 1.23 -1.70 1.79 0.033
H -3.976 4.824 -2.253 0.04 -0.05 0.03 0.000
H -3.663 4.714 -0.557 0.06 -0.07 -0.05 0.000
H -3.043 3.210 -3.704 0.00 0.00 0.06 0.000
H -2.021 1.970 -3.044 0.03 -0.01 0.03 0.000
```
Forces are in eV/Å.

Values from the calculation:
* 2S+1: 2
* net charge: +2
* ΔE to the lowest compared entry with this formula, charge and spin: 80.2 kcal per mole
* gap between HOMO and LUMO (alpha / beta): 5.5 / 6.0 eV
* ⟨S²⟩: 0.78